one) A gas-phase ion, H4NOP2 (charge -1). Source: the OMol25 dataset; level of theory: ωB97M-V/def2-TZVPD.

Results
HOMO level: -3.85 eV
Structure (SMILES): [O-][PH2]=NP
Kohn-Sham gap: 8.63 eV
E_LUMO: 4.774 eV

```
! wB97M-V def2-TZVPD RIJCOSX def2/J DEFGRID3
* xyz -1 1
N -0.065 1.055 0.019
O -2.558 0.175 -0.022
P 1.561 1.115 -0.102
P -1.140 -0.160 -0.033
H 2.221 0.461 1.068
H 1.639 -0.287 -0.866
H -0.839 -1.101 0.914
H -0.818 -1.257 -0.978
*
```



two) A molecular structure, H4NOP2. Source: the OMol25 dataset; level of theory: ωB97M-V/def2-TZVPD.

Results
HOMO level: -4.05 eV
Kohn-Sham gap: 8.85 eV
E_LUMO: 4.796 eV

```
! wB97M-V def2-TZVPD RIJCOSX def2/J DEFGRID3
* xyz -1 1
N -0.838 0.067 0.993
O 1.731 0.870 1.557
P -1.618 -0.630 -0.292
P 0.724 0.364 0.624
H -1.676 0.284 -1.566
H -0.485 -1.289 -0.856
H 0.896 1.145 -0.454
H 1.266 -0.811 -0.006
*
```



Least stable: one)



one) A molecular structure, C22H20N4O2. Source: the OMol25 dataset; level of theory: ωB97M-V/def2-TZVPD.

Results
HOMO level: -7.68 eV
Kohn-Sham gap: 8.03 eV
E_LUMO: 0.349 eV

```
! wB97M-V def2-TZVPD RIJCOSX def2/J DEFGRID3
* xyz 0 1
N -0.061 -4.408 -3.137
N 1.001 -2.676 -1.982
O -1.036 -6.241 -3.846
O -0.993 4.981 0.351
C -1.052 -5.205 -3.018
C 0.069 -3.410 -2.186
C -2.139 -5.069 -1.987
C 0.734 -1.918 -0.853
C -2.063 -4.010 -1.102
C -0.436 -2.314 -0.315
C -3.022 -0.687 2.734
C -2.481 0.157 1.718
C -2.811 -2.024 2.727
C -1.574 -0.335 0.733
C -1.964 -2.547 1.682
C 1.587 -0.283 0.862
C 1.975 0.076 -1.475
C 1.809 1.080 1.226
C 2.167 1.419 -1.149
C -1.308 -1.736 0.728
C 1.447 -0.766 -0.477
C 1.977 1.939 0.131
N -0.874 -3.272 -1.168
N 3.532 3.687 0.550
C 1.183 4.062 1.436
C 1.273 4.376 -0.581
C 0.473 5.036 0.529
C 2.069 3.461 0.364
H -0.309 -6.061 -4.429
H -1.324 5.459 1.084
H -3.044 -5.713 -2.135
H -2.899 -3.756 -0.424
H -3.694 -0.346 3.513
H -2.728 1.276 1.735
H -3.249 -2.625 3.584
H -1.272 0.364 -0.062
H -1.992 -3.597 1.649
H 1.283 -0.942 1.654
H 2.119 -0.313 -2.445
H 1.747 1.499 2.242
H 2.326 2.084 -2.054
H 3.854 3.142 1.310
H 3.995 3.481 -0.338
H 1.763 4.511 2.207
H 0.484 3.254 1.928
H 0.702 3.753 -1.230
H 1.845 5.154 -1.017
H 0.910 6.001 0.733
*
```



two) 2 unconnected molecules or ions with the total composition C22H20N4O2. Source: the OMol25 dataset; level of theory: ωB97M-V/def2-TZVPD.

Results
HOMO level: -6.61 eV
Kohn-Sham gap: 4.05 eV
E_LUMO: -2.568 eV

```
! wB97M-V def2-TZVPD RIJCOSX def2/J DEFGRID3
* xyz 0 1
C -5.718 2.995 -1.340
O -5.657 1.551 -1.353
C -4.454 0.924 -1.312
C -4.470 -0.496 -1.255
C -3.298 -1.199 -1.096
C -2.040 -0.536 -1.002
C -0.801 -1.240 -0.846
C 0.414 -0.714 -1.282
C 1.677 -1.290 -1.131
C 2.901 -0.555 -1.220
C 4.161 -1.223 -1.287
C 5.348 -0.534 -1.357
C 5.352 0.886 -1.363
O 6.566 1.494 -1.369
C 6.645 2.936 -1.338
C 4.116 1.580 -1.336
C 2.930 0.869 -1.243
C -2.046 0.881 -1.105
C -3.212 1.605 -1.277
H -6.790 3.192 -1.345
H -5.259 3.417 -0.435
H -5.249 3.425 -2.234
H -5.437 -0.989 -1.344
H -3.317 -2.289 -1.066
H -0.835 -2.227 -0.387
H 0.356 0.232 -1.834
H 1.751 -2.369 -0.973
H 4.174 -2.312 -1.284
H 6.313 -1.036 -1.393
H 7.719 3.124 -1.338
H 6.181 3.383 -2.228
H 6.187 3.348 -0.429
H 4.108 2.672 -1.370
H 1.994 1.420 -1.170
H -1.100 1.418 -1.047
H -3.173 2.690 -1.388
C -1.522 -2.289 5.307
N -1.485 -0.973 5.511
C -1.335 -0.114 4.501
N -1.217 -0.442 3.180
C -1.240 -1.726 2.890
C -1.395 -2.760 3.997
N -1.368 -3.978 3.407
C -1.217 -3.745 2.060
N -1.139 -2.419 1.718
H -1.649 -2.992 6.136
H -1.306 0.948 4.751
H -1.162 -4.543 1.320
*
```



Least stable: two)



one) 3 unconnected molecules or ions with the total composition C3H14N2O2. Source: the OMol25 dataset; level of theory: ωB97M-V/def2-TZVPD.

Results
HOMO level: -9.00 eV
Structure (SMILES): C[C@@H](N)CN.O.O
Kohn-Sham gap: 9.74 eV
E_LUMO: 0.745 eV

```
! wB97M-V def2-TZVPD RIJCOSX def2/J DEFGRID3
* xyz 0 1
N 1.695 0.896 2.031
C 1.768 -0.475 1.484
C 2.798 -1.388 2.218
C 2.071 -0.407 0.007
N 0.939 0.129 -0.798
H 1.536 0.858 3.026
H 2.556 1.393 1.831
H 0.774 -0.899 1.618
H 2.304 -2.145 2.835
H 3.407 -0.771 2.866
H 3.455 -1.874 1.505
H 2.951 0.197 -0.183
H 2.328 -1.419 -0.328
H 1.346 0.702 -1.522
H 0.387 -0.617 -1.185
H -2.614 0.072 -4.928
H -1.213 -0.449 -5.216
O -2.108 -0.746 -5.024
H -5.231 1.054 0.836
H -6.696 1.432 0.685
O -5.821 1.814 0.865
*
```



two) 3 unconnected molecules or ions with the total composition C3H14N2O2. Source: the OMol25 dataset; level of theory: ωB97M-V/def2-TZVPD.

Results
HOMO level: -9.51 eV
Structure (SMILES): NCCCN.O.O
Kohn-Sham gap: 10.21 eV
E_LUMO: 0.700 eV

```
! wB97M-V def2-TZVPD RIJCOSX def2/J DEFGRID3
* xyz 0 1
N 0.340 3.235 -0.059
C 0.844 1.879 -0.227
C 0.208 0.891 0.718
C 0.853 -0.479 0.582
N 0.227 -1.505 1.435
H -0.556 3.228 0.438
H 0.093 3.655 -0.947
H 0.769 1.484 -1.240
H 1.928 1.868 -0.042
H -0.861 0.879 0.440
H 0.307 1.243 1.742
H 0.779 -0.810 -0.450
H 1.904 -0.291 0.798
H -0.704 -1.123 1.615
H 0.563 -1.566 2.390
H -1.701 -3.476 -1.002
H -0.915 -3.037 0.211
O -0.810 -3.508 -0.628
H -0.618 -1.393 -2.252
H -1.349 -0.458 -1.298
O -1.299 -0.713 -2.223
*
```



three) 3 unconnected molecules or ions with the total composition C3H14N2O2. Source: the OMol25 dataset; level of theory: ωB97M-V/def2-TZVPD.

Results
HOMO level: -9.07 eV
Structure (SMILES): CNCCN.O.O
Kohn-Sham gap: 9.68 eV
E_LUMO: 0.609 eV

```
! wB97M-V def2-TZVPD RIJCOSX def2/J DEFGRID3
* xyz 0 1
N 0.592 0.576 -1.148
C 0.209 1.069 0.193
C -1.046 0.431 0.748
N -0.998 -1.020 0.812
C -2.095 -1.645 1.522
H 1.513 0.965 -1.303
H 0.682 -0.445 -1.141
H -0.028 2.132 0.070
H 1.032 1.017 0.900
H -1.941 0.748 0.198
H -1.140 0.785 1.778
H -0.723 -1.557 0.003
H -3.100 -1.568 1.088
H -2.054 -1.240 2.536
H -1.921 -2.718 1.609
H 2.648 -1.647 1.362
H 1.212 -1.540 1.761
O 2.094 -1.199 1.994
H 0.453 1.469 -2.943
H 1.611 2.055 -3.675
O 0.690 1.903 -3.786
*
```



Least stable: one)



one) A gas-phase ion, CHO2S2 (charge -1). Source: the OMol25 dataset; level of theory: ωB97M-V/def2-TZVPD.

Results
HOMO level: -4.02 eV
Kohn-Sham gap: 7.53 eV
E_LUMO: 3.512 eV

```
! wB97M-V def2-TZVPD RIJCOSX def2/J DEFGRID3
* xyz -1 1
C 1.065 -0.564 2.676
O 0.300 0.392 3.429
O 0.441 0.483 -0.010
S 2.118 -1.746 3.147
S 1.352 -0.612 0.965
H -0.267 -0.022 -0.425
*
```



two) 2 unconnected molecules or ions with the total composition CHO2S2. Source: the OMol25 dataset; level of theory: ωB97M-V/def2-TZVPD.

Results
HOMO level (spin up / spin down): -3.05 / -3.05 eV
Kohn-Sham gap (spin up / spin down): 3.92 / 3.90 eV
E_LUMO (spin up / spin down): 0.875 / 0.853 eV

```
! wB97M-V def2-TZVPD RIJCOSX def2/J DEFGRID3
* xyz -1 1
C -1.540 0.237 0.023
O 3.465 -0.971 0.508
O -0.832 1.191 0.231
S -3.233 0.215 -0.148
S 3.247 0.112 -0.509
H -1.107 -0.783 -0.104
*
```



Least stable: two)



one) A single C2H4N6 molecule. Source: the OMol25 dataset; level of theory: ωB97M-V/def2-TZVPD.

Results
HOMO level: -9.38 eV
Structure (SMILES): [H]/N=c1\[nH]nnn1N=C
Kohn-Sham gap: 9.98 eV
E_LUMO: 0.594 eV

```
! wB97M-V def2-TZVPD RIJCOSX def2/J DEFGRID3
* xyz 0 1
C -1.399 -0.910 1.646
C 0.759 -0.139 -0.507
H -0.510 -1.482 1.718
H -2.309 -0.827 2.347
H 2.005 1.440 -1.678
H 2.237 -1.328 -0.256
N -1.634 -0.239 0.446
N -0.700 0.162 -0.512
N -0.891 1.437 -0.852
N 0.135 2.007 -1.222
N 1.020 0.873 -1.339
N 1.288 -0.994 0.210
*
```



two) A single C2H4N6 molecule. Source: the OMol25 dataset; level of theory: ωB97M-V/def2-TZVPD.

Results
HOMO level: -9.29 eV
Structure (SMILES): [H]/N=c1/nnnc(N)[nH]1
Kohn-Sham gap: 9.31 eV
E_LUMO: 0.021 eV

```
! wB97M-V def2-TZVPD RIJCOSX def2/J DEFGRID3
* xyz 0 1
C -1.112 -0.141 0.398
C 1.290 0.356 0.204
H -2.865 -1.500 0.237
H -2.804 -0.133 1.738
H 2.369 0.495 1.625
H -0.011 0.478 2.017
N -2.196 -0.847 1.100
N -1.100 -0.217 -0.924
N 0.008 -0.062 -1.738
N 1.113 0.087 -1.269
N 2.430 0.725 0.589
N 0.065 0.223 0.926
*
```



three) 2 unconnected molecules or ions with the total composition C2H4N6. Source: the OMol25 dataset; level of theory: ωB97M-V/def2-TZVPD.

Results
HOMO level: -9.05 eV
Kohn-Sham gap: 7.95 eV
E_LUMO: -1.092 eV

```
! wB97M-V def2-TZVPD RIJCOSX def2/J DEFGRID3
* xyz 0 1
C 0.131 0.310 0.571
C 0.198 -0.625 -0.469
H -0.299 2.242 0.919
H -1.259 1.686 -0.336
H 0.003 -0.946 -2.270
H -0.266 0.904 -1.995
N 0.269 1.740 0.201
N -0.248 0.001 1.834
N 0.020 -1.241 2.119
N 0.628 -2.012 1.156
N 0.700 -1.944 -0.050
N 0.123 -0.114 -1.681
*
```



Least stable: three)



one) 2 unconnected molecules or ions with the total composition C2H4N6. Source: the OMol25 dataset; level of theory: ωB97M-V/def2-TZVPD.

Results
HOMO level: -9.04 eV
Kohn-Sham gap: 8.15 eV
E_LUMO: -0.895 eV

```
! wB97M-V def2-TZVPD RIJCOSX def2/J DEFGRID3
* xyz 0 1
C 0.897 -1.134 1.574
C -0.641 -0.257 0.034
H -0.420 2.452 -0.921
H -1.088 0.752 -1.927
H 1.330 -1.809 2.261
H -2.217 -1.098 -0.598
N 0.209 1.486 -1.463
N 0.418 0.623 -0.386
N 1.557 0.652 0.222
N 1.775 -0.130 1.102
N -0.318 -1.054 0.992
N -1.501 -0.482 -0.889
*
```



two) A single C2H4N6 molecule. Source: the OMol25 dataset; level of theory: ωB97M-V/def2-TZVPD.

Results
HOMO level: -8.92 eV
Structure (SMILES): [H]/N=c1/nncnn1N
Kohn-Sham gap: 8.39 eV
E_LUMO: -0.527 eV

```
! wB97M-V def2-TZVPD RIJCOSX def2/J DEFGRID3
* xyz 0 1
C -0.830 -1.856 0.537
C 0.794 -0.041 -0.443
H -0.524 2.256 -0.347
H 0.134 1.896 1.282
H -1.573 -2.626 0.687
H 1.130 1.703 -1.207
N -0.631 1.653 0.577
N -0.493 0.341 0.129
N -1.312 -0.630 0.549
N 0.513 -2.117 -0.043
N 1.215 -1.374 -0.638
N 1.579 0.794 -1.083
*
```



Least stable: one)



one) 2 unconnected molecules or ions with the total composition CH6S3. Source: the OMol25 dataset; level of theory: ωB97M-V/def2-TZVPD.

Results
HOMO level: -8.86 eV
Structure (SMILES): CSS.S
Kohn-Sham gap: 9.40 eV
E_LUMO: 0.539 eV

```
! wB97M-V def2-TZVPD RIJCOSX def2/J DEFGRID3
* xyz 0 1
S 2.488 0.060 -2.297
H 2.510 0.975 -3.291
H 3.368 0.914 -1.900
C -0.573 -0.040 1.673
S -2.350 -0.335 1.684
S -2.765 -0.263 -0.361
H -0.046 -0.919 2.058
H -0.402 0.886 2.238
H -0.036 0.135 0.709
H -2.194 -1.414 -0.514
*
```



two) 2 unconnected molecules or ions with the total composition CH6S3. Source: the OMol25 dataset; level of theory: ωB97M-V/def2-TZVPD.

Results
HOMO level: -8.49 eV
Structure (SMILES): CS.SS
Kohn-Sham gap: 8.80 eV
E_LUMO: 0.312 eV

```
! wB97M-V def2-TZVPD RIJCOSX def2/J DEFGRID3
* xyz 0 1
S 2.406 1.115 -0.226
S 1.932 -0.776 0.569
H 2.478 0.704 -1.492
H 1.511 -0.304 1.735
C -3.835 0.425 -0.228
S -2.289 -0.586 -0.114
H -4.581 -0.262 -0.621
H -3.777 1.284 -0.888
H -4.090 0.713 0.783
H -1.995 -0.688 -1.406
*
```



Least stable: one)



one) A gas-phase ion, C22H30NO3 (charge +1). Source: the OMol25 dataset; level of theory: ωB97M-V/def2-TZVPD.

Results
HOMO level: -10.93 eV
Structure (SMILES): C[C@@H]1C[N@H+](CCCCOc2cccc(Oc3ccccc3)c2)C[C@H](C)O1
Kohn-Sham gap: 8.88 eV
E_LUMO: -2.045 eV

```
! wB97M-V def2-TZVPD RIJCOSX def2/J DEFGRID3
* xyz 1 1
C -0.047 -3.129 1.559
H -0.700 -3.995 1.604
C -0.706 -2.014 0.760
O -0.946 -2.488 -0.546
C -1.525 -1.508 -1.374
C -1.694 -2.100 -2.766
H -0.726 -2.416 -3.140
H -2.115 -1.366 -3.446
H -2.343 -2.970 -2.724
C -2.883 -1.079 -0.789
N -2.705 -0.555 0.582
C -2.033 -1.580 1.411
H -1.840 -1.173 2.404
H -2.691 -2.449 1.498
C -3.968 -0.079 1.196
C -4.516 1.205 0.573
H -5.496 1.365 1.025
H -4.683 1.079 -0.497
C -3.680 2.466 0.821
H -3.374 2.514 1.867
C -2.437 2.614 -0.056
H -2.665 2.346 -1.096
H -2.088 3.651 -0.032
O -1.414 1.771 0.464
C -0.131 1.850 -0.071
C 0.860 1.264 0.702
C 2.174 1.221 0.242
C 2.481 1.791 -0.994
C 1.483 2.380 -1.741
C 0.168 2.411 -1.302
H -0.589 2.878 -1.910
H 1.729 2.830 -2.690
H 3.499 1.790 -1.349
O 3.074 0.660 1.078
C 4.319 0.266 0.609
C 4.453 -0.534 -0.519
C 5.711 -0.961 -0.904
C 6.828 -0.600 -0.168
C 6.685 0.185 0.963
C 5.432 0.622 1.356
H 5.302 1.233 2.235
H 7.552 0.464 1.543
H 7.806 -0.935 -0.474
H 5.817 -1.581 -1.781
H 3.577 -0.824 -1.083
H 0.630 0.872 1.680
H -4.314 3.330 0.624
H -4.712 -0.875 1.112
H -3.773 0.100 2.255
H -2.070 0.295 0.535
H -3.331 -0.316 -1.423
H -3.544 -1.948 -0.748
H -0.862 -0.625 -1.418
H -0.034 -1.140 0.709
H 0.876 -3.423 1.069
H 0.180 -2.792 2.566
*
```



two) A gas-phase ion, C22H30NO3 (charge +1). Source: the OMol25 dataset; level of theory: ωB97M-V/def2-TZVPD.

Results
HOMO level: -10.87 eV
Structure (SMILES): COc1cccc(CCc2ccccc2OCC[C@@H]2C[C@@H](O)C[N@H+]2C)c1
Kohn-Sham gap: 8.76 eV
E_LUMO: -2.106 eV

```
! wB97M-V def2-TZVPD RIJCOSX def2/J DEFGRID3
* xyz 1 1
C 3.983 -0.919 1.265
H 4.374 -0.555 0.310
O 2.565 -0.961 1.267
C 1.889 0.253 1.426
C 0.615 0.177 1.971
C -0.175 1.312 2.081
C 0.334 2.527 1.633
C 1.612 2.604 1.115
C 2.404 1.471 1.007
H 3.399 1.549 0.600
H 2.006 3.553 0.787
H -0.273 3.416 1.703
C -1.559 1.222 2.644
H -1.597 0.448 3.413
H -1.832 2.174 3.099
C -2.590 0.881 1.550
C -2.689 1.959 0.508
C -3.478 3.074 0.747
C -3.607 4.083 -0.190
C -2.955 3.967 -1.402
C -2.162 2.862 -1.667
C -2.003 1.868 -0.711
O -1.206 0.754 -0.877
C -0.434 0.621 -2.046
C 0.763 -0.288 -1.745
H 1.236 0.121 -0.851
C 0.403 -1.752 -1.511
H 0.227 -2.268 -2.461
C -0.778 -2.015 -0.586
H -0.702 -1.398 0.307
H -1.728 -1.812 -1.072
C -0.603 -3.501 -0.250
O -0.993 -4.333 -1.315
H -1.952 -4.396 -1.362
C 0.920 -3.646 -0.115
N 1.520 -2.472 -0.812
C 2.633 -2.838 -1.694
H 2.278 -3.509 -2.475
H 3.053 -1.947 -2.155
H 3.412 -3.338 -1.122
H 1.890 -1.832 -0.064
H 1.223 -4.572 -0.605
H 1.240 -3.660 0.926
H -1.118 -3.783 0.675
H 1.457 -0.206 -2.583
H -1.042 0.215 -2.866
H -0.032 1.592 -2.355
H -1.685 2.790 -2.631
H -3.062 4.731 -2.155
H -4.224 4.943 0.019
H -4.005 3.144 1.687
H -2.320 -0.062 1.077
H -3.563 0.762 2.028
H 0.258 -0.778 2.331
H 4.354 -0.288 2.072
H 4.318 -1.943 1.430
*
```



Least stable: one)